76
Properties=species:S:1:pos:R:3:forces:R:3:lowdin_spin:R:1 method="wB97M-V/def2-TZVPD" homo_lumo_gap_ev="6.146 / 6.543" relative_energy_kcal_mol=20.9 e_homo_ev="-8.900 / -9.985" multiplicity=2 fmax_ev_per_a=1.14 lumo_energy_ev="-2.75 / -3.44" charge=+1 s_squared=0.77
Ti 0.24830 0.94086 -0.11886 -0.47 0.45 0.93 0.28
C 3.45761 -1.69353 1.10313 0.00 -0.06 0.04 0.03
C 2.31401 -0.73819 1.09844 0.07 0.14 -0.33 0.22
N 1.84604 -0.17575 -0.02312 0.58 -0.37 0.00 0.05
N 2.56137 -0.29949 -1.21179 -0.11 -0.16 0.30 -0.02
C 2.24751 0.71876 -1.95159 -0.05 0.13 0.02 0.02
O 1.39440 1.62575 -1.51504 0.39 -0.17 -0.44 0.00
C 2.87733 0.90574 -3.27382 0.03 0.11 0.06 0.00
C 2.08655 1.23024 -4.37118 -0.02 0.15 0.00 0.00
C 2.67468 1.40645 -5.61412 0.02 0.00 0.00 0.00
C 4.05004 1.27751 -5.75870 -0.01 -0.01 0.02 0.00
C 4.84037 0.96712 -4.65952 -0.03 0.00 0.01 0.00
C 4.25547 0.77744 -3.41630 0.02 -0.14 -0.07 0.00
C 1.70372 -0.20723 2.26974 0.00 0.06 0.05 0.06
C 1.98215 -0.63889 3.57742 0.02 0.01 -0.02 0.05
C 1.38719 -0.00036 4.63614 -0.02 0.02 0.03 0.03
C 0.52252 1.07541 4.39142 0.03 -0.02 0.03 0.07
C 0.27990 1.44085 3.08881 -0.01 0.02 -0.07 0.02
N 0.83851 0.82404 2.03638 0.13 -0.19 -0.03 0.09
H 3.65649 -2.04798 0.09596 -0.02 0.01 -0.01 0.00
H 4.36713 -1.21689 1.47889 -0.01 0.00 0.00 0.01
H 3.24800 -2.54952 1.74789 0.00 0.01 0.00 0.01
H 1.01599 1.34438 -4.24876 0.01 -0.01 0.01 0.00
H 2.05888 1.64719 -6.47094 0.00 0.00 0.01 0.00
H 4.50748 1.42041 -6.72919 -0.01 0.00 0.01 0.00
H 5.91255 0.87145 -4.77165 -0.01 0.00 0.00 0.00
H 4.85964 0.51846 -2.55607 -0.01 0.01 0.00 0.00
H 2.66494 -1.46284 3.73324 -0.01 0.02 0.01 0.00
H 1.59015 -0.31944 5.65009 0.00 0.01 -0.01 0.00
H 0.05051 1.61653 5.19864 0.01 -0.01 0.00 0.00
H -0.38818 2.25982 2.85473 -0.01 0.00 -0.01 0.00
O -3.20806 -3.03342 3.63649 0.05 0.02 -0.07 0.00
C -2.46170 -2.34317 2.76126 -0.11 -0.10 0.12 0.00
C -1.32569 -2.85643 2.14088 0.00 -0.03 -0.02 0.00
C -0.63390 -2.05089 1.26663 0.05 0.00 -0.13 0.01
N -0.99617 -0.79472 0.97568 -0.01 0.13 0.30 0.00
C -2.09480 -0.34893 1.56886 -0.05 -0.01 -0.13 0.00
Br -2.61034 1.40320 1.06930 -0.04 0.02 0.08 0.00
C -2.86824 -1.04748 2.46357 0.00 0.03 -0.06 0.00
H -2.86545 -3.92752 3.75066 0.00 -0.02 0.01 0.00
H -0.99172 -3.86954 2.32415 0.00 0.01 0.00 0.00
H 0.23978 -2.42465 0.75027 0.02 0.03 0.02 0.00
H -3.75807 -0.62576 2.90598 0.01 0.00 0.00 0.00
C -2.03625 2.88399 -4.69683 0.02 -0.03 0.03 0.00
C -1.89727 1.52030 -4.92559 -0.01 0.02 0.01 0.00
C -1.54467 0.66081 -3.89869 0.03 -0.07 -0.08 0.00
C -1.31680 1.14030 -2.60367 0.24 -0.21 0.02 0.00
C -1.50055 2.50395 -2.37744 -0.07 0.10 0.09 0.00
C -1.84358 3.36520 -3.41141 0.00 -0.02 -0.01 0.00
N -0.88098 0.27739 -1.56136 -0.53 -0.12 -0.72 0.02
C -1.31702 -1.07781 -1.71742 0.04 0.29 0.03 0.00
C -2.67692 -1.37720 -1.68714 -0.08 -0.07 0.08 0.00
C -3.10509 -2.69118 -1.78467 0.02 -0.01 0.00 0.00
C -2.18114 -3.72197 -1.93384 0.00 0.05 0.01 0.00
C -0.82958 -3.41983 -2.00182 0.00 0.01 0.00 0.00
C -0.39768 -2.10130 -1.89795 0.08 -0.07 -0.06 0.00
H -2.30985 3.55286 -5.50151 0.00 0.00 0.01 0.00
H -2.06131 1.11719 -5.91711 0.00 0.01 0.01 0.00
H -1.43245 -0.39584 -4.10314 0.02 0.01 -0.01 0.00
H -1.41322 2.90074 -1.37376 0.03 -0.03 0.01 0.00
H -1.98856 4.41882 -3.20235 0.00 -0.01 0.00 0.00
H -3.39249 -0.56970 -1.58181 0.00 -0.01 0.01 0.00
H -4.16417 -2.91355 -1.75100 0.00 0.00 0.00 0.00
H -2.51721 -4.74720 -2.01736 0.00 0.01 0.00 0.00
H -0.10358 -4.20972 -2.15086 -0.01 0.01 0.00 0.00
H 0.65680 -1.85919 -1.97206 0.00 0.00 0.01 0.00
C 2.62363 3.66530 0.89220 0.14 -0.07 -0.04 0.00
S 0.98976 4.18722 0.42357 -0.11 -0.14 0.09 0.00
C 1.29723 4.62298 -1.27261 0.03 0.01 -0.10 0.00
O 0.16651 2.89525 0.41327 -0.32 0.19 -0.01 0.01
H 3.32408 4.45732 0.62735 0.00 -0.01 0.05 0.00
H 2.84109 2.74807 0.34288 0.06 0.05 0.00 0.00
H 2.63532 3.49110 1.96579 -0.01 -0.01 0.00 0.00
H 1.95015 3.89472 -1.74360 -0.01 -0.01 -0.04 0.00
H 1.73009 5.62397 -1.25730 -0.01 -0.01 -0.04 0.00
H 0.33218 4.63586 -1.77647 0.01 0.05 -0.01 0.00

***

70
Properties=species:S:1:pos:R:3:forces:R:3:mulliken_charge:R:1 method="wB97M-V/def2-TZVPD" homo_lumo_gap_ev=8.039 relative_energy_kcal_mol=10.9 e_homo_ev=-10.780 multiplicity=1 fmax_ev_per_a=2.29 lumo_energy_ev=-2.74 charge=+1
Sn -0.10651 1.58674 0.61620 -0.01 -0.07 -0.39 0.58
C 2.63086 1.99386 -2.37693 -0.88 -0.34 -0.25 -1.30
C 1.72525 2.71640 -3.37084 0.04 -1.01 -0.31 0.10
C 2.16385 2.32964 -4.80433 -0.17 0.48 0.35 -1.60
C 0.25655 2.45522 -3.08987 -0.36 -1.27 0.21 0.55
C -0.26814 1.13877 -2.93987 0.24 0.96 -0.54 -0.11
C -1.62758 0.94767 -2.74146 0.69 1.23 0.13 -0.73
C -2.50756 2.00808 -2.59230 -0.53 -0.09 -0.15 0.90
C -3.99015 1.67159 -2.57146 -0.59 1.43 -0.21 -1.64
C -1.97615 3.28931 -2.66261 -1.45 0.29 0.42 -0.68
C -0.64587 3.49641 -2.91245 0.90 0.89 -0.29 -0.77
H 3.54960 2.50896 -2.30291 1.10 0.63 0.27 0.61
H 2.87582 0.98524 -2.69409 -0.22 -0.23 -0.08 0.26
H 2.13872 1.95589 -1.41435 0.11 -0.07 0.52 0.00
H 1.84153 3.76387 -3.21246 0.32 0.93 -0.04 0.61
H 1.69301 1.39852 -5.07168 -0.13 -0.44 -0.21 0.37
H 3.24439 2.21915 -4.94177 -0.09 0.04 0.39 0.41
H 1.85277 3.08698 -5.50559 -0.28 0.19 -0.37 0.40
H 0.36068 0.27116 -3.09253 0.19 -0.03 0.07 0.42
H -2.06541 0.00048 -2.72621 -0.28 -1.67 0.02 0.52
H -4.66816 2.38807 -2.05669 0.79 -0.06 -0.23 0.38
H -4.21425 0.73429 -2.10717 0.17 -0.78 0.17 0.35
H -4.36491 1.64240 -3.60844 0.16 -0.13 0.30 0.33
H -2.62985 4.16277 -2.52456 0.24 -0.44 -0.15 0.37
H -0.32714 4.54526 -3.01552 0.12 -0.57 0.09 0.33
O -3.23193 1.43457 6.34603 -0.18 -0.55 0.20 -0.52
C -2.66807 1.33134 5.14467 1.17 1.95 0.31 0.94
C -2.71445 0.26255 4.29288 -0.45 -1.64 0.30 -0.70
C -2.02438 0.28800 3.11624 -0.43 0.27 -0.51 -0.52
N -1.38326 1.36664 2.67388 0.08 -0.16 -0.68 -0.16
C -1.41365 2.44387 3.44487 0.29 -0.29 0.65 0.26
Br -0.64336 3.99355 2.72214 0.23 0.35 0.08 -0.13
C -1.92225 2.46180 4.72299 -0.78 0.07 -0.47 -0.65
H -3.55040 0.57437 6.65988 -0.08 0.20 -0.09 0.33
H -3.23963 -0.66395 4.52358 -0.03 0.31 0.16 0.35
H -2.13278 -0.55271 2.45263 0.42 -0.21 -0.19 0.41
H -1.86879 3.39385 5.27295 -0.12 -0.31 0.27 0.46
C 2.83044 -3.26261 -2.97791 0.95 0.85 0.26 -0.69
C 3.26602 -2.06690 -2.41255 0.44 0.13 -0.37 -0.48
C 2.56116 -1.45144 -1.39957 0.79 0.49 -0.09 -0.78
C 1.43399 -2.03791 -0.88958 -1.65 -0.47 0.52 0.60
C 0.97639 -3.23395 -1.44718 1.07 0.38 -0.36 -0.81
C 1.69011 -3.81979 -2.49085 -0.87 -0.34 0.58 -0.67
P 0.46460 -1.15945 0.40816 0.35 0.04 0.39 0.96
C -0.78439 -2.35763 1.02970 0.03 0.37 -0.59 0.41
C -0.57701 -3.23348 2.08205 -0.65 0.00 0.26 -0.34
C -1.53152 -4.19754 2.41705 0.62 -0.17 0.02 -0.58
C -2.67006 -4.34257 1.63968 0.16 0.67 -0.08 -0.76
C -2.89635 -3.42370 0.61137 -0.39 0.13 0.41 -0.52
C -2.01176 -2.41368 0.32568 1.34 0.07 -0.38 -0.28
C 1.66269 -0.58559 1.68749 -0.10 -0.99 0.30 0.26
C 2.51799 -1.36591 2.50602 -0.97 1.20 -0.64 -0.46
C 3.27025 -0.72377 3.47958 0.63 -1.77 0.31 -0.65
C 3.28167 0.64410 3.56798 -0.44 1.69 0.13 -0.59
C 2.42207 1.40740 2.73994 0.83 -1.19 0.56 -0.89
C 1.57595 0.80594 1.82395 -0.04 -0.36 -0.11 0.24
H 3.43056 -3.76909 -3.71470 -0.02 0.02 -0.26 0.42
H 4.17606 -1.58840 -2.75226 0.03 -0.10 -0.10 0.44
H 2.93892 -0.52255 -0.99169 -0.03 0.02 0.07 0.65
H 0.15132 -3.76102 -1.05348 -0.94 -0.29 0.39 0.45
H 1.36203 -4.75328 -2.89036 -0.30 -0.50 -0.16 0.44
H 0.26165 -3.15765 2.74418 0.59 0.12 -0.07 0.37
H -1.25271 -4.82511 3.27082 -0.61 0.00 -0.40 0.42
H -3.41813 -5.08810 1.81798 -0.12 -0.36 0.25 0.39
H -3.82257 -3.40773 0.07382 -0.37 -0.41 -0.26 0.46
H -2.19109 -1.75375 -0.53755 0.04 -0.16 0.58 0.35
H 2.52768 -2.42765 2.38798 0.17 -0.53 0.01 0.60
H 3.86527 -1.37383 4.15969 -0.34 0.79 -0.53 0.36
H 3.91163 1.15929 4.32332 -0.48 -0.43 -0.66 0.36
H 2.42873 2.45676 2.80836 0.08 1.24 0.30 0.60